The following is a DFT calculation (the ωB97M-V functional and the def2-TZVPD basis) of a 7-piece molecular cluster, C40H56N6O6 overall.

ORCA input file:
```
! RIJCOSX wB97M-V def2-TZVPD def2/J DEFGRID3
* xyz 0 1
C 4.753 0.208 1.854
C 5.519 -1.117 1.742
C 5.011 -2.015 0.625
C 3.581 -2.498 0.868
C 2.777 -2.857 -0.377
C 3.513 -3.552 -1.505
C 4.420 -4.728 -1.079
C 5.773 -4.677 -1.771
C 6.767 -5.721 -1.309
O 6.365 -7.045 -1.653
C 5.481 -7.723 -0.886
C 5.571 -7.603 0.608
O 4.719 -8.477 -1.410
O 2.363 -1.550 -0.957
C 1.221 -1.182 -0.380
O 0.678 -0.136 -0.553
O 0.739 -2.158 0.409
C 1.378 -3.384 -0.009
C 0.589 -3.954 -1.166
C -0.892 -4.255 -0.851
C -1.314 -4.612 0.513
O -1.222 -5.582 -0.661
H 5.394 0.975 2.279
H 4.422 0.545 0.874
H 3.889 0.107 2.506
H 5.503 -1.649 2.693
H 6.566 -0.892 1.537
H 5.092 -1.512 -0.339
H 5.669 -2.884 0.560
H 3.589 -3.345 1.558
H 3.041 -1.707 1.386
H 2.810 -3.911 -2.248
H 4.120 -2.790 -1.991
H 4.539 -4.729 0.004
H 3.913 -5.659 -1.332
H 6.229 -3.707 -1.554
H 5.640 -4.725 -2.852
H 6.961 -5.603 -0.243
H 7.716 -5.557 -1.813
H 4.664 -8.033 1.016
H 5.632 -6.573 0.947
H 6.457 -8.114 0.977
H 1.426 -4.040 0.853
H 0.609 -3.240 -1.989
H 1.005 -4.908 -1.488
H -1.611 -3.652 -1.412
H -2.364 -4.608 0.761
H -0.613 -5.046 1.208
N -1.973 0.017 -5.386
C -2.040 -0.187 -4.035
C -0.762 -0.191 -3.539
C 0.110 0.013 -4.644
C -0.668 0.140 -5.766
H -2.763 0.067 -6.002
H -2.996 -0.310 -3.553
H -0.461 -0.324 -2.512
H 1.187 0.059 -4.614
H -0.405 0.306 -6.797
N -3.270 0.466 -0.390
C -2.246 0.799 0.451
C -2.804 1.291 1.602
C -4.219 1.259 1.445
C -4.474 0.744 0.204
H -3.147 0.078 -1.307
H -1.227 0.651 0.134
H -2.262 1.645 2.462
H -4.958 1.582 2.160
H -5.402 0.542 -0.302
N -2.361 2.891 5.216
C -2.339 3.981 4.390
C -3.345 4.823 4.781
C -3.999 4.217 5.889
C -3.369 3.026 6.133
H -1.737 2.109 5.158
H -1.616 4.062 3.597
H -3.588 5.767 4.324
H -4.835 4.612 6.443
H -3.550 2.269 6.876
N 1.559 2.929 -6.128
C 2.244 3.958 -5.546
C 2.649 4.810 -6.540
C 2.187 4.271 -7.772
C 1.518 3.112 -7.482
H 1.148 2.155 -5.635
H 2.382 3.998 -4.480
H 3.211 5.718 -6.400
H 2.329 4.688 -8.754
H 1.019 2.407 -8.124
N -5.668 2.093 -2.597
C -5.459 2.682 -3.814
C -6.680 3.020 -4.333
C -7.665 2.620 -3.389
C -7.008 2.054 -2.329
H -4.948 1.744 -1.991
H -4.463 2.814 -4.201
H -6.850 3.503 -5.280
H -8.732 2.739 -3.477
H -7.380 1.633 -1.411
N -4.216 7.922 8.884
C -3.982 6.601 8.619
C -4.880 5.865 9.344
C -5.688 6.779 10.075
C -5.253 8.041 9.769
H -3.704 8.688 8.490
H -3.205 6.298 7.939
H -4.950 4.790 9.351
H -6.494 6.538 10.746
H -5.593 9.006 10.102
*
```

Computed properties:
E_tot, hartree: -2337.681109
SMILES: CCCC[C@]1(CCCCOC(C)=O)OC(=O)O[C@H]1C[C@@H]1CO1.c1cc[nH]c1.c1cc[nH]c1.c1cc[nH]c1.c1cc[nH]c1.c1cc[nH]c1.c1cc[nH]c1
Gap between HOMO and LUMO, eV: 8.336